No. 1
{
  "formula": "C14H18O9S",
  "method": "the ωB97M-V functional and the def2-TZVPD basis",
  "symbols": ["O", "O", "O", "O", "C", "H", "H", "O", "H", "H", "C", "C", "C", "C", "C", "C", "C", "H", "H", "H", "C", "C", "H", "H", "H", "C", "H", "H", "H", "C", "H", "C", "H", "S", "O", "H", "O", "O", "H", "C", "H", "O"],
  "xyz": [[1.49623, 1.93789, 0.81363], [-2.88378, 1.02793, 2.33309], [-2.09246, 5.03251, -1.70429], [2.19311, 0.39492, -0.64937], [-2.71841, 4.02297, -0.88598], [-2.28485, 3.05249, -1.10913], [-3.18680, 4.06716, 1.24865], [-1.53459, 7.19372, -1.47164], [-1.74795, 6.43198, 1.13585], [2.54029, -6.25018, -2.05733], [1.62382, 0.63830, 0.35901], [2.31324, -5.25532, -1.66861], [0.52636, -1.74695, 0.83651], [3.64131, -4.81018, 0.14204], [0.19593, 1.91274, 1.30768], [-2.72173, -1.42020, 1.13724], [-0.46846, 0.58178, 1.09322], [5.14628, -5.10646, -1.34092], [-3.78424, 3.99636, -1.12360], [-2.01311, -2.05832, 0.63195], [-2.43153, 5.97250, 0.42769], [4.41394, -4.34274, -1.07596], [-1.47009, 4.09226, 0.85188], [4.90773, -3.39536, -0.88067], [1.55241, -2.09252, 0.78094], [3.31829, -4.21161, -2.12736], [-3.60739, -1.41295, 0.51654], [1.29302, -4.99522, -1.94224], [-3.01183, -1.78828, 2.11890], [-1.95139, 6.17995, -0.99671], [0.24019, -2.00321, 1.85686], [0.52120, -0.26376, 0.81706], [-3.42875, 6.40335, 0.52922], [-2.21234, 0.29113, 1.31045], [-2.68904, 0.82943, 0.03840], [3.66209, -4.36554, -3.14822], [2.42490, -5.29112, -0.23221], [4.02915, -4.79960, 1.26981], [2.87220, -3.21680, -2.07062], [-2.45120, 4.45163, 0.54540], [-0.12211, -2.28272, 0.15867], [-0.09963, 2.59806, 2.22411]],
  "atomic_forces_ev_per_a": [[-1.1159, -1.2174, -0.1739], [1.0784, -1.1335, 2.0231], [0.0355, 0.0104, 0.0741], [1.7194, -0.5058, -0.0599], [-0.0312, -0.1536, 0.0309], [0.0007, 0.0533, -0.2027], [0.0082, -0.0553, -0.0301], [0.1426, -0.0307, -0.2231], [-0.1015, 0.2497, -0.0653], [0.0126, -0.0011, 0.0287], [-0.6736, -0.0122, -2.2598], [-0.0848, -0.0146, -0.1770], [0.9553, 0.0645, 1.0520], [0.5060, -0.0694, -0.1080], [0.1610, -0.4165, 2.8741], [0.2690, -0.4198, 1.2368], [0.5875, -0.5038, 0.2635], [0.0691, 0.0371, 0.0891], [0.0102, 0.0239, -0.0067], [0.3104, 0.0574, 0.1856], [0.2050, -0.5727, 0.0338], [-0.4857, 0.2056, -0.3194], [-0.0472, 0.0603, 0.0626], [0.2052, -0.1426, 0.1628], [0.0940, -0.2307, -0.4642], [0.1307, 0.0830, -0.0911], [-0.1631, 0.6668, -0.1088], [-0.0614, -0.0889, 0.1724], [0.3015, -0.2540, 0.0675], [-0.2259, 0.2732, 0.1617], [-0.2517, -0.2820, 0.0211], [-0.7629, 0.2873, 0.3026], [0.0456, 0.1036, -0.0006], [-2.7942, 2.6241, -3.5835], [1.0095, -0.5028, -0.6045], [-0.0453, -0.0651, 0.0041], [0.0670, 0.1688, -0.0279], [-0.3393, -0.0288, 0.2695], [-0.0091, -0.0135, -0.0183], [-0.1183, 0.0767, 0.1356], [0.0941, 0.1978, -0.4066], [-0.7078, 1.4712, -0.3202]],
  "lowdin_charge": [0.17, -0.26, 0.03, 0.21, -0.15, 0.10, 0.12, 0.12, 0.12, 0.13, -0.38, -0.16, 0.00, -0.50, -0.40, -0.10, -0.12, 0.13, 0.13, 0.04, -0.07, -0.07, 0.09, 0.13, 0.09, -0.16, 0.08, 0.12, 0.08, -0.49, 0.11, -0.13, 0.13, 0.69, -0.34, 0.12, 0.02, 0.13, 0.11, -0.15, 0.08, 0.19],
  "e_tot_ha": -1619.54520,
  "lumo_energy_ev": -1.45,
  "multiplicity": 1,
  "smiles": "CC1=C(S(C)(=O)=O)C(=O)OC1=O.O=C1CCCO1.O=C1CCCO1"
}

***

No. 2
{
  "formula": "C14H19BaClO",
  "method": "the ωB97M-V functional and the def2-TZVPD basis",
  "symbols": ["H", "H", "H", "C", "H", "C", "C", "C", "H", "C", "H", "Ba", "H", "C", "H", "C", "H", "C", "C", "H", "C", "H", "Cl", "O", "C", "H", "C", "H", "C", "H", "H", "C", "H", "H", "H", "H"],
  "xyz": [[-2.71007, 3.60805, 2.64660], [-2.07125, -0.31531, -2.50281], [0.88452, -4.71241, -4.32589], [0.44415, 1.69571, -1.62661], [-2.11371, 1.05410, 3.81545], [1.22325, -5.21237, -2.17034], [0.13294, 3.26384, 2.57175], [-0.58480, 2.11331, -0.75618], [-2.20296, 3.35757, 1.00363], [2.33664, -4.94447, -1.31194], [3.31112, -3.56026, -4.20689], [0.55108, -0.87695, 0.20120], [0.35246, -5.78734, -1.91696], [-1.70452, 1.28275, -1.00254], [1.00309, 2.70129, 2.88111], [-1.37009, 0.36324, -2.01524], [0.47942, 0.21984, -3.31682], [1.50789, -4.64719, -3.45382], [2.79894, -4.03271, -3.38980], [-3.01938, 2.08541, 1.87861], [-0.97207, 2.24375, 2.43009], [1.39434, 2.26037, -1.73028], [-0.86563, -1.36247, 2.50097], [-0.43266, 1.31683, 1.52881], [3.31145, -4.21766, -2.06643], [-0.55017, 3.04562, -0.19499], [-0.01320, 0.62766, -2.43122], [-1.57371, 2.62476, 4.52834], [-1.29250, 1.77738, 3.86824], [2.45351, -5.29606, -0.30374], [4.28456, -3.92084, -1.72265], [-2.29288, 2.88227, 1.96523], [0.36967, 3.68767, 1.61236], [-0.39705, 1.27563, 4.24191], [-0.00851, 4.05320, 3.28318], [-2.66386, 1.34578, -0.51234]],
  "atomic_forces_ev_per_a": [[0.0527, 0.3857, 0.5537], [0.2773, 0.0077, 0.1843], [-0.2276, 0.0551, -0.2233], [0.6166, 0.9574, -0.0010], [0.1567, -0.0083, 0.2631], [1.2022, 0.7160, -0.4553], [0.5142, 0.2060, -0.0723], [-0.2637, 0.1708, -1.4113], [0.0455, 0.1717, -0.5038], [-0.1651, 0.3647, -1.2975], [0.1288, 0.2255, -0.2110], [-1.0807, 1.9310, -0.1721], [-0.2928, -0.0916, 0.1256], [0.3703, 0.3579, -0.1504], [0.3727, -0.1478, 0.1356], [0.8189, -0.0273, -0.5593], [-0.0800, -0.0395, 0.4235], [1.0034, -0.0198, 1.2152], [-0.7172, -0.7910, 1.0774], [-0.2828, -0.2978, -0.1553], [0.7232, -0.2675, -0.4444], [-0.5665, -0.5950, -0.0217], [-0.3157, -1.3274, 0.7510], [-0.5270, 0.0168, 1.5895], [-1.2322, -0.3902, -0.5634], [0.0325, -0.7103, 0.0658], [-0.8227, -0.5121, -0.0905], [0.1490, -0.3257, -0.3291], [0.1215, -0.6735, -0.1666], [0.0031, -0.0491, 0.3312], [0.2849, 0.1506, 0.1441], [0.1257, -0.3711, -0.5431], [0.0885, 0.3036, -0.5220], [-0.1467, -0.0932, 0.2752], [-0.3912, 0.7567, 0.6341], [0.0239, -0.0391, 0.1238]],
  "lowdin_charge": [0.06, 0.06, 0.04, -0.30, 0.05, -0.22, -0.09, -0.24, 0.05, -0.23, 0.04, 1.51, 0.04, -0.21, 0.07, -0.28, 0.06, -0.22, -0.22, 0.07, -0.78, 0.07, -0.51, -0.53, -0.23, 0.07, -0.33, 0.07, -0.11, 0.04, 0.03, -0.07, 0.06, 0.06, 0.05, 0.07],
  "e_tot_ha": -1105.76457,
  "lumo_energy_ev": 4.40,
  "multiplicity": 1,
  "charge": -2
}

***

No. 3
{
  "formula": "C14H19Cl2NO3",
  "method": "the ωB97M-V functional and the def2-TZVPD basis",
  "symbols": ["Cl", "H", "O", "H", "H", "C", "H", "H", "O", "H", "H", "C", "C", "H", "H", "C", "H", "H", "C", "H", "C", "H", "Cl", "C", "H", "C", "C", "C", "C", "O", "H", "H", "H", "H", "H", "C", "C", "C", "N"],
  "xyz": [[-2.21866, -1.91866, 0.94292], [0.38170, 2.16378, -3.53803], [1.20921, 0.62337, -0.00538], [0.27449, 3.20941, -2.11632], [-2.27771, 2.94059, -2.12156], [1.69381, -1.98183, 1.62617], [1.32665, -0.65978, 4.06279], [-0.21471, 0.18475, 4.31559], [-1.79987, -0.89760, -2.15992], [1.34321, 1.80432, 3.43946], [-1.94751, -0.97615, -1.20793], [2.17781, -2.69313, 0.54390], [1.00437, 1.03926, 2.74112], [-1.67098, 1.87127, -0.07366], [-2.96930, 1.30391, -2.11625], [-0.06096, -2.95409, -0.30401], [2.38990, -1.61245, 2.36119], [-0.74430, -3.31251, -1.05718], [0.49577, -0.15421, 3.55583], [-2.13347, 1.90260, -3.54303], [-0.52598, -2.23689, 0.77931], [1.29479, 1.76558, -2.07813], [1.90795, -4.04589, -1.77394], [1.30381, -3.17255, -0.41592], [1.85263, 0.73687, 2.12201], [0.36243, 2.17824, -2.45238], [0.17327, 1.14513, 0.35477], [-0.81757, 1.35278, -1.93338], [-0.65612, -0.11739, -2.38314], [-0.26015, -1.06282, 2.78078], [-1.06422, 1.25343, 2.11552], [-0.06287, 2.67760, 1.80345], [0.22226, -0.54319, -1.88389], [3.23724, -2.86515, 0.44309], [-0.49140, -0.13867, -3.46246], [-2.13669, 1.91501, -2.45708], [-0.07337, 1.58538, 1.80096], [0.33273, -1.73448, 1.76297], [-0.85823, 1.42417, -0.46825]],
  "atomic_forces_ev_per_a": [[-0.2676, -0.0364, -0.0242], [-0.0119, 0.0222, -0.1635], [0.2559, -0.0006, -0.1809], [-0.0167, 0.1076, 0.0099], [0.0055, 0.1448, 0.0130], [-0.2047, 0.0542, 0.2123], [-0.1076, 0.0056, -0.0072], [0.1390, -0.0669, -0.0470], [-0.3838, -0.2080, 0.1718], [0.0281, -0.0118, 0.0245], [0.0124, -0.0005, -0.0714], [-0.1116, -0.0353, -0.1034], [-0.1890, -0.2826, -0.0353], [0.1055, -0.0430, 0.1063], [-0.0914, -0.0117, 0.0038], [0.1713, 0.0347, 0.0562], [0.0566, 0.0766, 0.0873], [-0.0608, -0.0245, -0.0514], [0.2981, 0.4178, 0.2055], [-0.0121, 0.0112, -0.1164], [0.2084, 0.0650, 0.2439], [0.1036, 0.0242, -0.0224], [0.1177, -0.1573, -0.2474], [-0.1328, 0.1705, 0.2414], [0.0007, 0.1004, 0.1133], [-0.0861, -0.2223, 0.0861], [-0.3045, 0.1946, 0.4656], [0.1822, -0.1295, -0.3642], [0.3130, 0.3159, -0.0164], [-0.0407, -0.2375, -0.2002], [-0.0713, 0.0775, -0.0462], [-0.0557, -0.0029, -0.0175], [-0.0381, 0.0703, -0.1023], [0.0926, -0.0313, -0.0282], [0.0585, 0.0752, 0.0211], [0.1713, -0.1721, 0.1872], [0.4001, -0.0903, 0.1046], [-0.0534, -0.2395, -0.2099], [-0.4805, 0.0360, -0.2986]],
  "lowdin_charge": [0.78, 0.09, 0.06, 0.09, 0.09, -0.01, 0.12, 0.13, -0.07, 0.12, 0.00, -0.09, -0.15, 0.14, 0.08, -0.13, 0.12, 0.11, -0.18, 0.09, -0.56, 0.08, 0.68, -0.68, 0.10, -0.03, -0.48, -0.52, -0.21, -0.09, 0.12, 0.12, 0.11, 0.11, 0.13, -0.03, -0.09, -0.31, 0.13],
  "e_tot_ha": -1745.76143,
  "lumo_energy_ev": 0.65,
  "multiplicity": 1,
  "relative_energy_kcal_mol": 1.8,
  "smiles": "CC(C)(CO)NC(=O)CCCOc1ccc(Cl)cc1Cl"
}

***

Going through the records in order, we get HOMO-LUMO gap values of 8.351 4.851 9.168 eV.
Going through the records in order, we get largest force on an atom values of 5.2 2.2 0.6 eV/A.